No. 1
Formula: C2H2InLiO2
Source: the Open Molecules 2025 dataset
Level of theory: ωB97M-V with the def2-TZVPD basis set

Last column: Mulliken charge in e.
CARTESIAN COORDINATES (ANGSTROEM)
C 1.3073 -0.2333 0.4559  0.22
C 0.4139 0.7207 -0.1699  0.11
O -0.8061 0.3355 -0.5235  -0.65
O 1.2684 -1.5179 0.1344  -0.18
H 1.5597 0.6166 -0.8269  0.31
In -2.8637 -0.8546 -0.0983  0.68
Li -1.4514 -0.7972 0.7531  1.07
H 0.5718 1.7301 0.2751  0.46

Its charge is +2. Its largest force on an atom is 0.2720 Eh/bohr. The LUMO energy comes out at -12.4 eV. For the HOMO-LUMO gap, the calculation gives 8.174 eV. The value obtained for the energy above the lowest of the compared OMol25 structures with the same formula, charge and spin is 161.5 kcal/mol.

No. 2
Formula: C6H11NO
Source: the Open Molecules 2025 dataset
Level of theory: ωB97M-V with the def2-TZVPD basis set

Last column: natural (NBO) charge in e.
CARTESIAN COORDINATES (ANGSTROEM)
C 1.6874 0.8532 -1.4531  -0.62
C 1.6412 0.6776 0.0744  -0.43
C 0.3152 0.5459 0.7113  -0.18
C -0.2697 1.3722 1.6303  -0.29
N -1.5687 1.0070 1.8000  -0.60
C -1.8142 -0.1122 1.0694  -0.29
C -0.6806 -0.4199 0.3739  -0.35
H 2.6773 0.5966 -1.8439  0.19
H 1.0603 0.0996 -1.8992  0.20
H 1.3673 1.8621 -1.6814  0.20
H 2.3496 -0.1331 0.3243  0.19
H 2.2499 1.4577 0.5609  0.20
H 0.1390 2.2130 2.1777  0.19
H -2.1334 1.3097 2.5946  0.31
H -2.7280 -0.6640 1.0503  0.19
H -0.6315 -1.2667 -0.2929  0.17
H -1.5236 -2.5322 -1.3161  0.47
H -0.6126 -3.4998 -2.0774  0.45
O -1.5247 -3.3667 -1.8031  -0.98

Its charge is -1. Its largest force on an atom is 0.0458 Eh/bohr. The LUMO energy (spin up / spin down) comes out at 3.6 / 3.5 eV. The spin multiplicity is 2. The expectation value of S² is 0.75. For the HOMO-LUMO gap (spin up / spin down), the calculation gives 2.432 / 8.237 eV. The value obtained for the energy above the lowest of the compared OMol25 structures with the same formula, charge and spin is 12.6 kcal/mol.

No. 3
Formula: C5H14S
Source: the Open Molecules 2025 dataset
Level of theory: ωB97M-V with the def2-TZVPD basis set

Last column: natural (NBO) charge in e.
CARTESIAN COORDINATES (ANGSTROEM)
C -2.1159 -0.0883 0.9417  -0.60
C -2.3419 0.8544 -0.2395  -0.40
C -3.3706 1.9480 0.0004  -0.61
H -1.1077 -0.4898 0.9303  0.20
H -2.1177 0.5315 1.8434  0.20
H -2.8849 -0.8519 1.0508  0.21
H -1.3734 1.2985 -0.4895  0.20
H -2.6141 0.3589 -1.1770  0.20
H -3.2776 2.7269 -0.7489  0.21
H -3.3520 2.4200 0.9753  0.20
H -4.3936 1.5924 -0.1424  0.20
C 3.0868 -0.9613 -1.0676  -0.78
S 1.4387 -0.7448 -0.4617  0.21
C 1.8158 -0.2299 1.2281  -0.74
H 3.6965 -0.0422 -0.9906  0.21
H 3.7149 -1.7119 -0.5866  0.21
H 3.1827 -1.1030 -2.1395  0.24
H 0.8416 -0.0845 1.6833  0.23
H 2.3963 0.6903 1.2724  0.21
H 2.3890 -0.9848 1.7574  0.21

Its SMILES is CCC.CSC. Its largest force on an atom is 0.0436 Eh/bohr. The LUMO energy comes out at 1.1 eV. For the HOMO-LUMO gap, the calculation gives 9.632 eV. The value obtained for the energy above the lowest of the compared OMol25 structures with the same formula, charge and spin is 9.9 kcal/mol.

No. 4
Formula: C26H78O26
Source: the Open Molecules 2025 dataset
Level of theory: ωB97M-V with the def2-TZVPD basis set

Last column: Mulliken charge in e.
CARTESIAN COORDINATES (ANGSTROEM)
C -5.2540 1.6741 5.8098  0.73
C -5.9145 2.8463 6.6125  -0.52
O -5.0107 3.8908 6.9196  -0.50
O -6.3750 0.9397 5.2904  -0.56
H -4.7273 0.9945 6.4798  0.07
H -4.5714 2.0782 5.0623  -0.45
H -6.4609 2.5573 7.5103  0.29
H -6.6591 3.2434 5.9225  0.26
H -5.5228 4.6080 7.3005  0.30
H -6.7820 0.3536 5.9327  0.47
C 1.3767 -4.8024 3.7373  -0.12
C 2.3452 -4.5852 4.9453  -0.52
O 2.1460 -5.4169 6.1462  -0.58
O 0.0625 -4.4423 4.1429  -0.11
H 1.2986 -5.8286 3.3782  0.23
H 1.5957 -4.0542 2.9754  0.24
H 2.2436 -3.5472 5.2622  0.19
H 3.4110 -4.7138 4.7564  0.39
H 1.2372 -5.6879 6.2948  0.33
H -0.2890 -3.9685 3.3856  0.04
C -3.9975 -6.7070 5.0194  0.15
C -2.8921 -5.7091 5.3991  0.20
O -1.6069 -6.2767 5.2200  -0.63
O -4.2577 -7.5722 6.1691  -0.62
H -3.7158 -7.2469 4.1154  0.23
H -5.0033 -6.3068 4.8919  -0.17
H -2.9378 -5.5104 6.4698  0.44
H -2.9212 -4.7225 4.9366  -0.47
H -1.0229 -5.6781 4.7486  0.46
H -3.4079 -7.5828 6.6156  0.34
C -0.5275 -2.1609 7.3028  0.16
C 0.4860 -2.7716 8.2272  -0.44
O 0.7706 -2.0305 9.3887  -0.55
O -1.8696 -2.3281 7.6971  -0.32
H -0.4980 -2.6600 6.3342  -0.20
H -0.3106 -1.1494 6.9592  0.38
H 1.3418 -2.8750 7.5601  0.16
H 0.2197 -3.8071 8.4392  0.27
H 0.1436 -2.2940 10.0663  0.35
H -2.0004 -1.7167 8.4256  0.22
C -6.4721 3.3175 -0.8107  -0.56
C -5.9245 2.5248 0.3995  0.49
O -4.8786 3.3164 1.0579  -0.45
O -6.0017 2.9614 -2.1644  -0.57
H -6.2577 4.3814 -0.7097  0.31
H -7.5564 3.3024 -0.9204  0.29
H -5.5459 1.6194 -0.0748  -0.51
H -6.7502 2.2709 1.0642  0.39
H -5.2550 3.9244 1.6984  0.29
H -6.0487 2.0168 -2.3294  0.31
C -3.9933 -2.1299 -3.2018  -0.47
C -3.0106 -1.4094 -2.1732  0.02
O -3.8145 -0.6526 -1.2911  0.16
O -4.3758 -3.3598 -2.4875  -0.59
H -3.4273 -2.4175 -4.0878  0.41
H -4.8810 -1.6218 -3.5787  0.21
H -2.3519 -0.5790 -2.4275  0.18
H -2.3707 -2.1110 -1.6381  -0.08
H -4.2179 -1.0993 -0.5432  -0.05
H -4.6686 -3.0042 -1.6452  0.41
C -6.3718 -0.8363 8.3440  -0.79
C -5.6092 -2.2003 8.1672  0.27
O -6.3884 -3.2756 8.5776  -0.60
O -7.2605 -0.3943 7.2795  -0.61
H -5.6666 -0.0258 8.5283  0.34
H -6.8766 -0.7321 9.3044  0.49
H -4.6573 -2.1074 8.6899  0.16
H -5.4300 -2.2886 7.0956  0.05
H -5.8383 -4.0576 8.4911  0.34
H -8.0346 -0.9603 7.3242  0.28
C -1.7123 4.7693 3.8487  -0.61
C -2.1357 3.4205 3.2455  0.86
O -1.0684 2.5168 3.0312  -0.59
O -1.4958 4.7603 5.2826  -0.56
H -2.4589 5.5602 3.7758  0.29
H -0.7924 5.0666 3.3451  0.28
H -2.3812 3.4549 2.1841  0.03
H -3.0819 3.0190 3.6081  -0.36
H -1.0078 2.3848 2.0823  0.36
H -2.2918 4.8498 5.8116  0.28
C -3.1525 -0.2699 3.0621  0.14
C -2.9001 -1.6283 3.8384  -0.05
O -3.9451 -1.9808 4.6510  -0.22
O -4.1179 -0.2076 2.1505  0.19
H -2.2510 -0.1368 2.4641  -0.05
H -3.1011 0.5786 3.7444  0.00
H -2.1313 -1.5840 4.6099  0.07
H -2.6021 -2.5331 3.3086  -0.16
H -4.7863 -1.7625 4.2431  0.10
H -4.1576 0.7263 1.9316  -0.09
C -0.3975 -3.7014 0.5732  -0.21
C -1.2297 -4.9832 0.6944  -0.51
O -2.5992 -4.5963 1.0494  -0.41
O -0.3664 -3.0082 1.8552  -0.33
H -0.7925 -3.0487 -0.2053  0.08
H 0.6327 -4.0296 0.4354  0.33
H -0.7965 -5.7422 1.3458  0.30
H -1.1784 -5.4394 -0.2942  0.44
H -2.6948 -4.4914 1.9989  0.10
H -0.3216 -2.0575 1.7299  0.12
C -6.6312 -4.7943 2.7138  -0.82
C -7.3692 -4.4276 3.9885  -0.40
O -7.6378 -3.0236 3.9083  -0.44
O -5.3113 -4.1746 2.5464  0.16
H -7.1393 -4.5983 1.7696  0.29
H -6.2652 -5.8210 2.7076  0.45
H -6.6962 -4.5948 4.8294  0.27
H -8.1958 -5.1194 4.1502  0.38
H -7.7596 -2.7626 4.8240  0.23
H -5.4904 -3.2615 2.7825  0.02
C -1.5101 1.7196 -0.4898  0.23
C -1.1326 1.8939 -1.9283  -0.64
O 0.0235 1.1218 -2.0687  -0.58
O -0.4009 2.2296 0.3111  -0.71
H -1.7135 0.7066 -0.1423  0.01
H -2.4291 2.2620 -0.2676  0.10
H -0.8629 2.9431 -2.0490  0.41
H -1.8548 1.7811 -2.7370  0.41
H 0.4437 1.2956 -1.2232  0.40
H -0.3493 3.1610 0.0845  0.34
C -7.7377 -1.2782 -0.9043  -0.54
C -6.8195 -1.5406 0.2601  0.20
O -5.7438 -2.5040 -0.1154  -0.50
O -6.9854 -0.4967 -1.7988  -0.56
H -8.6979 -0.7957 -0.7216  0.44
H -8.0555 -2.2736 -1.2145  0.29
H -7.4853 -1.8945 1.0473  0.34
H -6.3996 -0.5862 0.5777  -0.35
H -5.9404 -3.4397 -0.0297  0.17
H -6.1188 -0.9053 -1.8598  0.30

Its largest force on an atom is 0.1093 Eh/bohr. The LUMO energy comes out at 0.1 eV. For the HOMO-LUMO gap, the calculation gives 9.986 eV. The value obtained for the energy above the lowest of the compared OMol25 structures with the same formula, charge and spin is 142.2 kcal/mol.

No. 5
Formula: C6H5NO
Source: the Open Molecules 2025 dataset
Level of theory: ωB97M-V with the def2-TZVPD basis set

Last column: natural (NBO) charge in e.
CARTESIAN COORDINATES (ANGSTROEM)
C -0.6289 0.2525 2.9060  0.20
C 1.0441 -1.6697 0.7966  0.67
C 0.2080 -1.2442 -0.2878  -0.57
C 0.3824 1.1532 0.6073  -0.44
C -0.5101 0.0166 0.1823  -0.22
C -0.2016 0.2829 1.6379  -0.14
N -0.8454 0.2145 4.0293  -0.30
O 2.0932 -2.1755 1.0305  -0.44
H 0.7422 -1.2417 -1.2486  0.24
H -0.5300 -2.0768 -0.2778  0.27
H 1.5158 1.1504 0.6815  0.24
H -0.1356 2.2105 0.4859  0.24
H -1.4763 0.1165 -0.4308  0.24

Its largest force on an atom is 0.0809 Eh/bohr. The LUMO energy (spin up / spin down) comes out at -1.0 / -0.2 eV. For the HOMO-LUMO gap (spin up / spin down), the calculation gives 6.986 / 8.412 eV. The value obtained for the energy above the lowest of the compared OMol25 structures with the same formula, charge and spin is 91.2 kcal/mol.

No. 6
Formula: C31H37GeNRuSe2
Source: the Open Molecules 2025 dataset
Level of theory: ωB97M-V with the def2-TZVPD basis set

Last column: Mulliken charge in e.
CARTESIAN COORDINATES (ANGSTROEM)
Ru 0.6588 0.4263 1.0836  -0.39
C 1.3283 3.4403 1.2789  -1.05
N 0.4481 2.7117 0.3593  0.62
C -0.8662 3.3513 0.3448  -1.37
C 1.0313 2.6840 -0.9953  -1.11
C 2.0664 1.6003 -1.1587  1.90
C 3.1673 1.7644 -1.9925  -0.89
C 4.0449 0.7133 -2.2209  -0.83
C 3.8595 -0.5211 -1.6009  -0.74
C 2.7784 -0.6978 -0.7541  -0.20
C 1.8994 0.3572 -0.5201  0.50
H 1.2855 4.5191 1.0873  0.39
H 2.3621 3.1189 1.1375  0.36
H 1.0058 3.2779 2.3135  0.24
H -0.7823 4.3968 0.0230  0.34
H -1.2997 3.3531 1.3474  0.42
H -1.5313 2.8360 -0.3502  0.40
H 1.4579 3.6603 -1.2532  0.56
H 0.2284 2.4788 -1.7135  0.30
H 3.3174 2.7143 -2.4833  0.60
H 4.8716 0.8492 -2.9015  0.54
H 4.5423 -1.3350 -1.7828  0.56
H 2.6218 -1.6586 -0.2677  0.53
C 4.0995 1.7316 2.7189  -1.10
Se 2.7968 0.3051 2.5863  0.35
C 1.9817 0.5338 4.3746  -0.88
C 0.8188 -0.4133 4.5534  -0.90
Se -0.5811 -0.1927 3.1712  0.35
C -1.2934 -1.9928 3.3189  -0.78
H 3.6270 2.6490 3.0702  0.41
H 4.5598 1.8736 1.7436  0.35
H 4.8667 1.4183 3.4287  0.41
H 1.6981 1.5861 4.4808  0.48
H 2.7615 0.3167 5.1130  0.50
H 0.3387 -0.2602 5.5238  0.50
H 1.1550 -1.4504 4.4813  0.48
H -0.4795 -2.7128 3.2259  0.42
H -2.0391 -2.1441 2.5401  0.12
H -1.7576 -2.0910 4.3006  0.48
C -1.5787 1.6125 -4.7118  -0.81
C -0.3649 0.9726 -4.5214  -0.97
C -0.1150 0.3245 -3.3211  -0.08
C -1.0925 0.3022 -2.3378  0.00
C -2.3150 0.9281 -2.5294  -0.02
C -2.5442 1.6014 -3.7235  -0.80
Ge -0.7331 -0.6758 -0.6079  1.86
C -2.5167 -0.7868 0.3506  -0.34
C -3.0181 0.3253 1.0176  0.30
C -4.3015 0.3055 1.5423  -0.90
C -5.0670 -0.8471 1.4369  -0.72
C -4.5513 -1.9686 0.8075  -0.63
C -3.2711 -1.9511 0.2727  -0.62
C -0.2655 -2.5419 -1.2050  0.00
C -0.0254 -3.4495 -0.1804  -0.21
C 0.0565 -4.7999 -0.4762  -0.64
C -0.0194 -5.2192 -1.7921  -0.65
C -0.2295 -4.3109 -2.8139  -0.68
C -0.3380 -2.9582 -2.5220  -0.33
H -1.7815 2.1054 -5.6524  0.45
H 0.3871 0.9653 -5.2966  0.50
H 0.8446 -0.1527 -3.1621  0.56
H -3.0945 0.8778 -1.7821  0.44
H -3.4991 2.0814 -3.8747  0.49
H -2.4171 1.2253 1.1026  0.16
H -4.6950 1.1822 2.0346  0.51
H -6.0663 -0.8713 1.8504  0.45
H -5.1407 -2.8707 0.7234  0.48
H -2.8840 -2.8313 -0.2161  0.37
H 0.0802 -3.1054 0.8441  0.11
H 0.1922 -5.5134 0.3229  0.48
H 0.1263 -6.2650 -2.0305  0.43
H -0.3113 -4.6370 -3.8386  0.48
H -0.4990 -2.2510 -3.3219  0.45

Its charge is +3. Its largest force on an atom is 0.0783 Eh/bohr. The LUMO energy (spin up / spin down) comes out at -8.6 / -12.5 eV. The spin multiplicity is 6. The expectation value of S² is 8.81. For the HOMO-LUMO gap (spin up / spin down), the calculation gives 8.188 / 4.163 eV.